(1)
C5H10O2 in the gas phase in a non-equilibrium geometry. Source: the Open Molecules 2025 dataset; level of theory: ωB97M-V/def2-TZVPD.

Element x y z (Å)
O1 2.15185 -0.34472 1.38284
C1 1.75688 -0.70782 0.07293
C2 0.38379 -0.28246 -0.38555
C3 -0.18959 1.11477 -0.19603
C4 -1.67521 0.90277 0.28152
O2 -1.85047 -0.43066 0.71607
C5 -0.45492 -1.13438 -1.00308
H1 2.30642 0.60736 1.39711
H2 2.47328 -0.31543 -0.66644
H3 1.82429 -1.80002 0.01432
H4 -0.90601 -0.69768 0.86095
H5 0.36068 1.70914 0.54720
H6 -0.16027 1.67828 -1.13475
H7 -2.38022 1.13387 -0.53238
H8 -1.92341 1.54735 1.12715
H9 -1.30006 -0.76591 -1.58639
H10 -0.41704 -2.21447 -0.89547

HOMO ... -0.328 Ha
SMILES string ... C=C(CO)CCO
E_LUMO ... 0.0271 hartree
Spin multiplicity ... 1
Orbital gap ... 9.66 eV
Total charge ... 0

---

(2)
A molecular structure, C5H10O2. Source: the Open Molecules 2025 dataset; level of theory: ωB97M-V/def2-TZVPD.

Element x y z (Å)
C1 -1.45998 -0.75816 -0.77051
C2 -0.45749 0.20591 0.54843
C3 0.73903 -0.63180 1.02598
O1 0.66006 -2.03518 0.77774
C4 1.53991 0.19946 0.07953
C5 0.52067 1.27805 0.01179
O2 0.19114 1.77664 -1.29289
H1 -2.28207 -0.06829 -0.93773
H2 -1.65125 -1.60249 -0.11470
H3 -1.06360 -1.12083 -1.72852
H4 -1.38007 0.41088 1.09523
H5 0.83548 -0.54246 2.12489
H6 1.15448 -2.12298 -0.05370
H7 2.60537 0.39542 0.20139
H8 -0.38140 -0.23509 -0.68328
H9 0.54208 2.15164 0.70096
H10 -0.25466 2.62839 -1.18576

HOMO ... -0.249 Ha
E_LUMO ... 0.0193 hartree
Spin multiplicity ... 1
Orbital gap ... 7.29 eV
Total charge ... 0

---

(3)
2 unconnected molecules or ions with the total composition C5H10O2. Source: the Open Molecules 2025 dataset; level of theory: ωB97M-V/def2-TZVPD.

Element x y z (Å)
C1 -0.44289 -1.15094 -1.49889
O1 -1.58709 0.16566 -0.29803
C2 -1.00596 0.37516 0.93344
C3 0.00902 -0.56559 1.52780
C4 0.45714 0.77542 0.99038
C5 1.19706 0.86467 -0.33616
O2 0.33627 0.68104 -1.46366
H1 -0.95446 -1.79117 -0.79327
H2 0.59384 -1.43175 -1.67688
H3 -1.01026 -0.93798 -2.39633
H4 -1.67817 0.85144 1.65107
H5 0.01835 -0.70594 2.60545
H6 0.29698 -1.45248 0.96822
H7 0.75558 1.52167 1.72300
H8 1.64990 1.85681 -0.44259
H9 2.00883 0.12535 -0.41145
H10 -0.64413 0.81864 -1.08210

HOMO (alpha / beta) ... -0.314 / -0.314 Ha
E_LUMO (alpha / beta) ... 0.0000 / 0.0000 hartree
Spin multiplicity ... 1
Orbital gap (alpha / beta) ... 8.56 / 8.56 eV
Total charge ... 0

---

(4)
2 unconnected molecules or ions with the total composition C5H10O2. Source: the Open Molecules 2025 dataset; level of theory: ωB97M-V/def2-TZVPD.

Element x y z (Å)
C1 1.63052 1.37900 1.28627
C2 1.71602 0.58395 -0.01737
C3 -0.77595 0.35808 -0.14458
O1 -1.35554 0.81965 -1.10516
C4 0.53660 -0.37940 -0.23410
C5 -2.75112 -1.82588 -0.99325
O2 -2.08478 -1.94063 0.00802
H1 2.52929 1.98628 1.43205
H2 0.77275 2.06163 1.28537
H3 1.52735 0.71597 2.15367
H4 1.75973 1.27754 -0.86580
H5 2.64614 0.00373 -0.03680
H6 -1.17122 0.51699 0.87909
H7 -2.74814 -0.89048 -1.58079
H8 0.54762 -1.17497 0.52042
H9 0.60431 -0.83595 -1.22736
H10 -3.38357 -2.65550 -1.35968

HOMO ... -0.352 Ha
SMILES string ... CCCC=O.C=O
E_LUMO ... 0.0292 hartree
Spin multiplicity ... 1
Orbital gap ... 10.38 eV
Total charge ... 0

---

(5)
3 unconnected molecules or ions with the total composition C5H10O2 in a non-equilibrium geometry. Source: the Open Molecules 2025 dataset; level of theory: ωB97M-V/def2-TZVPD.

Element x y z (Å)
O1 -2.58606 0.93510 -0.01257
C1 -2.94192 -0.10069 0.60858
O2 -2.70086 -1.28959 0.33876
C2 1.77917 0.35108 1.40006
C3 2.02637 -0.06962 0.11089
C4 1.35249 0.04511 -1.15790
C5 0.04285 0.77815 -1.30399
H1 -3.59464 0.03996 1.49090
H2 2.32320 -0.04324 2.18835
H3 1.05804 1.15847 1.60285
H4 -0.00854 -1.59798 0.64484
H5 2.84913 -0.68266 -0.06762
H6 -0.30470 -1.81672 0.11354
H7 1.52781 -0.65610 -1.88749
H8 -0.00196 1.65117 -0.69147
H9 -0.81233 0.11643 -1.14546
H10 -0.00806 1.18115 -2.23228

HOMO ... -0.287 Ha
E_LUMO ... -0.1368 hartree
Spin multiplicity ... 1
Orbital gap ... 4.09 eV
Total charge ... 0

---

(6)
C5H10O2 in the gas phase. Source: the Open Molecules 2025 dataset; level of theory: ωB97M-V/def2-TZVPD.

Element x y z (Å)
C1 -1.75847 -1.64035 0.08951
C2 -1.55086 -0.13301 0.12949
O1 -0.29058 0.18715 0.70514
C3 0.66236 0.78177 -0.14247
C4 1.71736 1.43739 0.74142
C5 1.35397 -0.26630 -1.00393
O2 1.91488 -0.02649 -2.04503
H1 -2.80246 -1.89729 -0.12607
H2 -1.12833 -2.11491 -0.67116
H3 -1.48872 -2.06683 1.06136
H4 -1.64208 0.31253 -0.87234
H5 -2.31283 0.33448 0.76339
H6 0.20713 1.53155 -0.80809
H7 2.46967 1.93678 0.12499
H8 1.24400 2.16776 1.40266
H9 2.21143 0.68245 1.36228
H10 1.34329 -1.28642 -0.55929

HOMO ... -0.352 Ha
SMILES string ... CCO[C@@H](C)C=O
E_LUMO ... 0.0371 hartree
Spin multiplicity ... 1
Orbital gap ... 10.58 eV
Total charge ... 0

---

One value per record, in order, for ΔE to the lowest compared entry with this formula, charge and spin: 76.19; 172.59; 143.68; 47.97; 168.24; 39.75 kcal per mole.